Entry 1:
The following is a quantum chemistry calculation of a structure of composition C16H18CoN3O4, from OMol25.

```
42
Properties=species:S:1:pos:R:3:forces:R:3
Co -0.634 0.594 -0.107 1.0 -1.5 -1.2
C -1.224 3.483 1.487 0.0 0.0 0.0
C -1.390 2.678 0.239 0.3 0.0 0.3
C -2.497 1.806 0.122 0.0 -0.2 0.2
C -2.669 0.965 -0.976 0.1 -0.1 0.0
C -3.852 0.058 -1.086 0.0 0.0 0.0
C -1.626 0.952 -1.936 -0.1 -0.1 -0.2
C -0.516 1.811 -1.860 0.1 0.1 -0.3
C 0.541 1.799 -2.926 0.0 0.0 -0.1
C -0.409 2.685 -0.761 0.1 -0.2 0.2
H -1.834 4.386 1.412 0.0 0.0 0.0
H -0.189 3.780 1.637 0.0 0.0 0.0
H -1.555 2.917 2.356 0.0 0.0 0.0
H -3.182 1.737 0.958 -0.1 0.1 -0.1
H -4.682 0.611 -1.530 0.0 0.0 0.0
H -4.171 -0.292 -0.106 0.0 0.0 0.0
H -3.649 -0.802 -1.722 0.0 0.0 0.0
H -1.689 0.255 -2.763 0.0 0.0 0.0
H 0.349 2.612 -3.629 0.0 0.0 0.0
H 0.515 0.888 -3.528 0.0 0.0 0.0
H 1.537 1.955 -2.515 0.0 0.0 0.0
H 0.483 3.285 -0.637 -0.1 0.1 0.0
C 1.857 -2.717 -1.479 -0.1 0.1 -0.1
C 1.932 -2.555 0.002 -0.1 0.0 0.1
N 1.144 -1.555 0.395 0.0 -0.1 0.5
C 1.252 -1.349 1.755 0.1 0.1 -0.2
C 2.165 -2.270 2.176 -0.2 0.0 0.2
N 2.550 -3.018 1.075 0.1 0.1 -0.2
C 2.805 -2.627 3.495 0.2 0.2 -0.1
O 2.554 -1.851 4.509 0.3 -0.1 0.0
O 3.538 -3.576 3.483 -0.1 -0.1 0.0
C 0.467 -0.275 2.457 -0.1 -0.1 0.0
O 0.612 -0.201 3.660 0.1 0.2 0.0
O -0.304 0.450 1.730 0.3 -0.2 0.2
H 1.126 -0.997 -2.511 0.0 0.0 0.0
H 1.505 -3.688 -1.820 0.1 0.0 0.0
H 2.784 -2.454 -1.986 0.0 -0.1 0.0
H 3.231 -3.770 1.179 0.0 0.0 0.0
H 1.988 -1.075 4.280 -0.4 -0.2 0.1
N 0.792 -1.654 -1.802 0.0 0.0 0.2
C 0.392 -0.881 -0.543 -1.3 1.7 0.4
H -0.045 -2.101 -2.183 0.0 0.0 0.0
```
Positions in Å, forces in eV/Å.

LUMO level (alpha / beta): -8.39 / -8.39 eV
2S+1: 1
Kohn-Sham gap (alpha / beta): 7.1 / 7.0 eV
Net charge: +2
ΔE to the lowest compared entry with this formula, charge and spin: 35.0 kcal per mole

Entry 2:
The following is a quantum chemistry calculation of a structure of composition C15H25OP, from OMol25.

```
42
Properties=species:S:1:pos:R:3:forces:R:3
C -2.983 -4.367 -1.108 -1.6 0.2 4.0
C -2.402 -3.103 -1.599 1.6 1.9 8.0
C -0.861 -3.187 -1.591 2.1 2.4 1.5
C -0.241 -1.668 -1.984 1.0 -0.5 -0.2
P -0.149 -0.436 -0.686 -6.5 1.2 7.2
O -1.599 -0.191 0.130 4.4 -1.2 -3.0
C 0.318 1.313 -1.147 9.1 -10.4 3.3
C -0.505 1.745 -2.034 -9.3 8.3 -3.0
C -0.182 3.238 -2.293 -2.3 0.5 -0.2
C 0.974 3.425 -3.194 3.1 4.3 7.5
H 0.928 2.780 -3.867 -0.8 -4.6 -7.2
H 1.273 4.442 -3.282 -0.6 1.0 -1.5
H 1.946 3.138 -2.765 -0.1 -0.6 0.8
H -0.234 3.740 -1.301 0.6 0.0 -0.8
H -1.009 3.666 -2.904 0.0 -0.2 0.7
H -0.793 1.371 -2.921 0.3 -2.4 -3.2
H -1.644 1.836 -1.642 2.3 -0.4 0.1
H 0.577 1.820 -0.268 0.3 0.8 1.1
H 1.349 0.761 -1.673 -1.5 2.5 1.1
C 0.942 -1.067 0.755 4.8 -1.6 -5.7
C 1.324 -0.082 1.734 -7.8 -1.6 3.5
C 2.231 0.865 1.899 5.3 -6.3 -9.9
C 2.412 1.710 2.796 0.9 8.8 5.8
C 1.397 1.960 3.818 4.1 -2.9 -3.1
C 0.636 0.825 3.786 -8.1 1.7 3.7
C 0.248 -0.022 2.721 9.9 4.4 0.4
H -0.570 -0.502 2.620 -5.5 -3.4 -0.2
H -0.306 0.982 4.600 2.4 -1.0 -1.8
H 1.576 2.761 4.501 -0.6 0.0 0.7
H 3.236 2.448 2.629 -0.6 -0.7 0.5
H 3.086 0.594 0.995 -1.7 1.6 2.4
H 2.082 -1.315 0.087 -3.0 0.3 1.7
H 0.612 -2.074 1.109 0.1 1.1 -0.2
H 0.829 -1.638 -2.357 -1.0 -0.8 0.1
H -0.814 -1.127 -2.754 -0.2 -0.6 0.0
H -0.468 -3.474 -0.452 -0.9 0.6 -3.2
H -0.341 -3.834 -2.372 -1.1 0.4 1.2
H -2.883 -2.156 -0.694 2.2 -2.5 -2.8
H -2.731 -2.735 -2.436 -2.0 1.5 -4.9
H -2.555 -4.614 0.074 -0.9 0.3 -3.7
H -2.751 -5.074 -1.872 -0.3 -1.5 0.1
H -4.112 -4.199 -0.876 1.8 -0.8 -0.9
```
Positions in Å, forces in eV/Å.

LUMO level: 0.65 eV
2S+1: 1
Kohn-Sham gap: 9.0 eV
ΔE to the lowest compared entry with this formula, charge and spin: 288.4 kcal per mole

Entry 3:
The following is a quantum chemistry calculation of a cluster of 2 separate species, C30H32N4O5 in total, from OMol25.

```
71
Properties=species:S:1:pos:R:3:forces:R:3
C 5.209 -2.099 -2.847 0.0 0.0 -0.1
C 4.633 -2.233 -1.463 -0.2 0.1 0.3
C 3.573 -3.117 -1.218 0.3 0.4 0.2
C 2.958 -3.185 0.030 0.0 0.3 -0.1
C 3.329 -2.311 1.094 0.8 -0.2 -1.3
C 2.643 -2.254 2.357 0.2 -0.7 0.7
N 1.767 -3.243 2.745 0.2 1.0 0.8
O 1.653 -3.496 3.992 -0.2 0.2 -1.2
O 1.022 -3.812 1.888 0.0 0.0 0.7
C 4.522 -1.542 0.867 -0.9 -0.2 0.2
C 5.128 -1.477 -0.385 -0.4 -0.3 -0.3
H 6.119 -1.495 -2.827 -0.1 -0.1 -0.1
H 5.452 -3.076 -3.279 0.0 0.1 0.1
H 4.499 -1.615 -3.531 0.1 0.0 0.1
H 3.212 -3.740 -2.040 0.1 0.0 0.3
H 2.180 -3.921 0.198 0.0 0.3 -0.1
H 3.120 -1.720 3.188 -0.3 -0.5 -0.3
H 4.945 -1.008 1.721 -0.1 0.1 -0.3
H 5.977 -0.811 -0.579 -0.2 -0.3 0.3
C -3.315 4.245 -1.403 -0.2 0.1 0.3
N -2.598 2.991 -1.389 0.3 -0.1 -0.5
C -2.016 2.493 -2.517 -0.2 0.6 -1.1
O -2.065 3.007 -3.633 0.2 -0.8 1.5
C -1.310 1.195 -2.133 -0.6 -0.3 -0.6
C 0.202 1.225 -2.371 0.3 0.0 0.1
C 0.566 1.457 -3.822 0.2 0.0 -0.1
C 1.261 2.611 -4.197 -0.4 -0.2 -0.2
C 1.488 2.883 -5.547 0.0 -0.2 0.0
C 1.079 1.968 -6.525 -0.1 0.0 0.3
C 0.437 0.782 -6.145 0.1 0.1 0.2
C 0.193 0.523 -4.792 0.0 0.3 -0.2
N -1.661 1.054 -0.715 1.0 -1.6 0.9
C -1.157 0.021 0.000 -0.5 0.7 -0.5
C -1.352 -0.169 1.368 -0.2 -0.1 0.8
C -0.869 -1.217 2.151 -0.6 0.2 -1.1
C -1.376 -1.450 3.478 -0.5 -0.5 1.5
C -1.109 -2.689 4.148 0.2 0.5 -1.2
C -1.455 -2.895 5.464 -0.6 0.5 1.2
C -2.193 -1.915 6.151 0.9 0.1 -2.1
N -2.520 -2.100 7.524 -0.8 -0.7 3.4
O -3.187 -1.217 8.112 1.2 -1.5 -1.3
O -2.127 -3.144 8.094 -0.7 2.0 -1.3
C -2.602 -0.743 5.492 0.2 -0.1 0.1
C -2.203 -0.516 4.186 0.2 -0.3 -0.2
C -2.456 2.177 -0.188 -0.3 0.8 0.2
C -1.720 2.990 0.885 0.2 0.0 -0.1
C -3.851 1.766 0.306 0.0 -0.3 -0.2
H -3.223 4.676 -2.399 0.0 -0.1 0.1
H -4.370 4.088 -1.161 0.1 0.1 -0.1
H -2.896 4.932 -0.661 0.0 0.0 -0.2
H -1.759 0.356 -2.706 0.2 0.5 0.2
H 0.636 2.017 -1.743 0.0 -0.2 -0.1
H 0.607 0.259 -2.036 0.0 0.3 0.0
H 1.583 3.307 -3.418 -0.1 -0.1 -0.3
H 1.982 3.816 -5.832 -0.1 -0.4 0.1
H 1.255 2.181 -7.582 -0.1 -0.1 0.3
H 0.116 0.058 -6.896 0.1 0.2 0.2
H -0.309 -0.395 -4.475 0.1 0.2 -0.2
H -0.629 -0.733 -0.600 0.0 0.4 0.4
H -2.014 0.529 1.878 0.3 -0.2 -0.3
H -0.189 -1.947 1.715 0.0 -0.2 0.1
H -0.675 -3.522 3.604 0.4 0.3 0.0
H -1.143 -3.784 6.003 -0.1 0.1 -0.3
H -3.193 -0.014 6.040 0.1 -0.2 -0.2
H -2.590 0.383 3.700 0.4 -0.2 0.2
H -0.773 3.367 0.472 -0.2 -0.1 0.2
H -2.347 3.841 1.185 0.2 -0.3 0.0
H -1.509 2.380 1.766 0.0 0.3 -0.1
H -4.405 1.303 -0.523 0.1 0.1 0.3
H -3.785 1.059 1.136 -0.1 0.2 -0.1
H -4.392 2.662 0.641 0.2 -0.3 -0.1
```
Positions in Å, forces in eV/Å.

LUMO level: -2.70 eV
2S+1: 1
Kohn-Sham gap: 3.5 eV
ΔE to the lowest compared entry with this formula, charge and spin: 271.1 kcal per mole

Entry 4:
The following is a quantum chemistry calculation of a cluster of 2 separate species, C2H5IO2P in total, from OMol25.

```
11
Properties=species:S:1:pos:R:3:forces:R:3
C 0.293 -0.750 -0.321 -1.0 -0.8 -0.1
C 0.181 0.385 0.652 -5.3 -0.1 -0.8
O 0.292 3.245 0.640 -0.8 -1.2 0.2
O 0.009 2.075 -1.608 -0.7 -0.5 -2.2
P -0.037 2.052 -0.176 1.6 0.8 2.2
I -1.622 -4.728 -0.026 0.0 0.2 0.0
H 1.294 -0.892 -0.725 -0.1 -0.2 0.1
H -0.196 -1.654 0.131 1.1 0.4 -0.4
H -0.407 -0.524 -1.124 0.3 -0.1 -0.4
H 0.941 0.683 1.233 3.0 0.3 2.4
H -0.748 0.109 1.323 1.8 1.2 -1.0
```
Positions in Å, forces in eV/Å.

LUMO level: 1.89 eV
2S+1: 1
Kohn-Sham gap: 5.5 eV
Net charge: -1
ΔE to the lowest compared entry with this formula, charge and spin: 18.3 kcal per mole

Entry 5:
The following is a quantum chemistry calculation of the ion C3H9N2O with charge +1, from OMol25.

```
15
Properties=species:S:1:pos:R:3:forces:R:3
C 1.354 0.505 -0.031 0.7 1.8 3.0
C -1.684 -0.773 0.651 0.4 2.0 -2.0
C -1.039 -0.048 -0.534 1.3 -3.7 -1.6
N 2.649 0.369 0.127 2.0 -2.0 -0.5
N 0.481 -0.370 -0.339 -1.6 -0.9 -2.5
O -1.149 1.297 -0.538 1.8 0.2 -0.3
H 0.996 1.403 0.495 -0.3 0.0 -1.0
H -1.223 -1.683 0.812 1.1 -1.7 0.6
H -1.533 -0.047 1.400 -0.2 0.3 1.6
H -2.682 -0.988 0.445 -1.9 0.0 -0.1
H -1.249 -0.615 -1.591 0.2 1.6 2.3
H 3.202 1.141 0.527 -0.6 -0.7 -0.4
H 3.158 -0.566 -0.024 -1.1 2.2 0.1
H 0.757 -1.182 -0.903 0.0 0.3 0.6
H -2.039 1.558 -0.497 -2.0 0.6 0.1
```
Positions in Å, forces in eV/Å.

LUMO level: -3.28 eV
2S+1: 1
Kohn-Sham gap: 11.6 eV
Net charge: +1
ΔE to the lowest compared entry with this formula, charge and spin: 35.1 kcal per mole
SMILES string: C[C@@H](O)/[NH+]=C/N

Entry 6:
The following is a quantum chemistry calculation of a cluster of 9 separate species, C34H67N7O20P2 in total, from OMol25.

```
130
Properties=species:S:1:pos:R:3:forces:R:3
C -2.218 6.881 -0.376 -1.0 0.5 1.1
C -3.336 5.939 0.148 0.9 2.6 1.9
O -3.019 4.692 -0.407 -0.3 0.0 -0.7
C -2.142 4.897 -1.404 1.5 -2.7 -1.6
O -1.639 4.017 -2.101 -1.4 1.8 1.6
O -1.799 6.176 -1.520 0.6 0.7 -0.5
H -1.421 7.120 0.328 0.4 -1.0 0.0
H -2.589 7.886 -0.577 -0.3 -0.2 -0.8
H -4.277 6.455 -0.041 -0.5 -1.1 -0.9
H -3.287 5.939 1.237 0.1 -0.7 0.0
C 2.268 6.409 -2.010 -3.6 0.9 0.5
C 1.288 5.824 -0.958 -0.2 0.3 -0.9
O 2.168 5.170 -0.081 1.5 -0.8 -0.1
C 3.353 4.887 -0.787 -2.1 1.0 2.2
O 4.256 4.303 -0.297 0.4 -0.5 -0.5
O 3.280 5.492 -1.963 2.3 -0.7 -1.3
H 2.533 7.445 -1.800 0.7 -0.1 0.1
H 1.689 6.392 -2.934 0.7 -0.1 -0.4
H 0.649 5.102 -1.466 0.0 -0.2 0.1
H 0.625 6.525 -0.451 0.5 0.1 0.2
C 0.014 2.566 0.759 0.5 -1.9 1.0
C -0.677 1.270 1.243 -0.5 1.6 0.5
O -0.690 0.470 0.111 0.2 -1.3 -1.2
C 0.264 0.849 -0.781 -0.7 -1.1 -0.9
O 0.545 0.127 -1.745 -0.1 2.4 2.4
O 0.727 2.065 -0.412 0.2 -0.3 -0.8
H 0.745 2.704 1.556 0.2 1.1 -0.5
H -0.661 3.400 0.564 0.4 -0.1 -0.3
H -1.692 1.484 1.579 0.0 -0.2 -0.1
H -0.119 0.803 2.055 0.1 -0.2 -0.1
C -1.477 3.033 4.737 -0.1 0.4 0.4
C -2.744 3.021 3.910 0.6 -1.8 -0.1
O -2.245 3.687 2.740 -4.4 -2.7 -1.4
C -1.339 4.519 3.047 1.3 0.8 -0.6
O -0.984 5.344 2.263 1.0 1.4 -0.1
O -0.845 4.214 4.209 1.7 0.9 2.7
H -0.766 2.220 4.591 -0.3 -0.2 -0.5
H -1.661 3.045 5.812 0.1 0.7 0.0
H -3.667 3.456 4.292 0.4 0.6 0.1
H -2.982 1.973 3.724 -0.2 0.0 -0.6
C 2.165 -1.217 4.081 0.3 -0.6 0.5
C 2.693 -0.633 5.366 0.6 -2.5 0.5
O 2.414 0.711 5.242 0.2 0.9 4.6
C 2.308 1.073 4.044 -1.2 0.7 -4.5
O 2.274 2.203 3.617 0.0 -1.5 0.2
O 2.115 -0.086 3.265 0.3 2.0 -1.2
H 1.170 -1.639 4.223 0.0 0.0 -0.3
H 2.860 -1.970 3.707 -0.2 0.0 -0.4
H 3.766 -0.755 5.516 0.1 0.0 -0.2
H 2.207 -1.185 6.171 -0.2 0.9 0.5
C 3.840 0.152 -0.166 -0.3 1.0 0.1
C 4.803 1.160 0.309 1.2 2.3 0.1
O 5.501 0.556 1.397 0.0 -0.4 0.4
C 5.272 -0.779 1.357 2.1 0.1 1.3
O 5.870 -1.589 2.059 -1.8 1.5 -1.6
O 4.402 -1.010 0.391 -1.1 -2.7 -0.5
H 3.815 0.162 -1.256 -0.2 -0.6 0.1
H 2.874 0.438 0.251 -0.3 -0.9 0.0
H 4.339 2.089 0.639 0.1 -0.1 0.1
H 5.521 1.439 -0.463 0.3 -0.1 0.0
C -0.200 -5.145 -1.099 0.0 0.0 0.4
C -1.221 -4.054 -0.944 -0.8 1.4 0.8
C -0.739 -2.719 -0.171 -0.1 -1.2 -1.9
C -0.222 -2.966 1.150 1.2 -0.7 2.1
N 0.238 -3.188 2.197 -0.9 0.4 -1.7
H 0.606 -4.885 -1.785 0.2 0.1 0.2
H -0.711 -6.015 -1.512 0.1 -0.1 0.0
H 0.150 -5.387 -0.096 0.5 -0.3 -0.2
H -2.078 -4.457 -0.404 -0.1 0.0 0.1
H -1.597 -3.792 -1.933 0.0 0.5 0.1
H -1.456 -1.901 -0.100 -0.3 -0.3 -0.2
H 0.054 -2.333 -0.812 0.3 0.3 0.3
O 3.799 -1.251 -6.910 0.7 0.3 0.1
P 4.167 -2.123 -5.780 1.8 -0.3 1.2
N 2.911 -2.339 -4.676 1.2 -0.7 0.3
C 1.797 -3.205 -5.019 0.6 -0.3 -0.3
C 2.427 -1.227 -3.870 0.9 0.5 -0.5
N 5.556 -1.615 -4.798 -1.4 0.1 -0.9
C 5.992 -2.307 -3.611 0.0 -0.6 -0.2
C 6.143 -0.306 -4.948 -0.4 0.5 -1.1
N 4.710 -3.638 -6.311 -0.8 0.4 0.5
C 5.195 -3.908 -7.667 -0.7 0.4 0.1
C 4.682 -4.788 -5.408 -0.1 0.4 -0.6
H 0.916 -2.856 -4.481 0.0 -0.3 -0.1
H 2.094 -4.205 -4.703 -0.6 -0.3 -0.2
H 1.610 -3.162 -6.092 -0.3 -0.2 -0.1
H 1.808 -0.660 -4.564 -0.4 0.6 0.7
H 3.260 -0.614 -3.525 0.1 0.2 -0.2
H 1.912 -1.563 -2.970 -0.2 -0.1 -0.3
H 5.225 -2.195 -2.844 0.3 -0.6 0.5
H 6.294 -3.332 -3.828 -0.8 -0.4 0.1
H 6.961 -1.950 -3.262 -0.2 0.7 0.1
H 6.574 -0.271 -5.949 0.4 0.4 0.0
H 5.417 0.506 -4.912 -0.1 0.1 0.2
H 6.904 -0.117 -4.191 0.0 -0.1 -0.1
H 6.282 -3.938 -7.746 0.1 -0.1 0.2
H 4.768 -4.846 -8.023 0.1 -0.3 0.2
H 4.843 -3.185 -8.403 0.0 0.4 0.4
H 4.031 -5.515 -5.893 -0.1 -0.5 0.4
H 4.309 -4.491 -4.428 -0.2 -0.1 -0.1
H 5.665 -5.231 -5.253 0.2 0.0 -0.1
O -4.069 -0.642 4.057 -1.1 -1.5 -1.1
P -5.134 -1.298 3.213 -2.1 1.1 0.1
N -5.100 -2.977 3.055 2.3 0.3 -0.3
C -6.089 -3.829 2.411 0.0 0.6 -0.1
C -3.697 -3.475 3.082 -0.4 0.5 1.3
N -5.320 -0.609 1.621 0.2 -3.4 1.6
C -4.324 -0.970 0.661 0.9 -1.1 -0.9
C -5.762 0.703 1.551 -0.8 2.6 -0.1
N -6.692 -1.080 3.862 0.2 -0.4 -1.4
C -7.924 -1.191 3.072 0.7 0.6 -0.3
C -6.883 -1.000 5.293 -0.1 0.6 -0.7
H -6.474 -3.349 1.511 -0.4 0.0 0.0
H -6.889 -4.082 3.107 -0.2 0.1 -0.1
H -5.633 -4.763 2.084 0.2 0.1 0.1
H -3.653 -4.557 2.957 0.0 0.2 -0.4
H -3.374 -3.250 4.099 0.4 -0.3 0.1
H -3.018 -2.891 2.461 0.0 -0.5 -0.5
H -3.326 -0.567 0.833 0.1 0.8 0.1
H -4.096 -2.032 0.582 -0.5 -0.5 0.7
H -4.605 -0.793 -0.378 -0.3 0.7 0.1
H -4.921 1.388 1.439 0.1 0.5 0.5
H -6.401 0.975 0.711 -0.1 -0.7 -0.6
H -6.406 0.966 2.390 0.5 0.1 0.3
H -7.717 -1.268 2.004 0.3 0.2 0.0
H -8.552 -2.058 3.276 0.0 -0.1 0.6
H -8.476 -0.261 3.210 -0.5 -0.1 0.1
H -5.885 -1.094 5.721 -0.4 0.0 0.6
H -7.643 -1.704 5.632 0.4 -0.7 0.2
H -7.353 -0.041 5.516 0.3 0.4 0.3
```
Positions in Å, forces in eV/Å.

LUMO level (alpha / beta): 2.07 / 2.05 eV
2S+1: 2
Kohn-Sham gap (alpha / beta): 1.5 / 8.6 eV
Net charge: -1

E in eV, matching the order above: -67154.63172, -27286.21379, -47819.49354, -23642.59233, -8277.54967, -106302.32388